1:
This record from the Open Molecules 2025 dataset describes a 2-piece molecular cluster, C3H10NO overall. The level of theory is wB97M-V/def2-TZVPD.

## Properties
HOMO energy (Eh): -0.525
Charge: +1
Frontier orbital gap (eV): 10.939

Last columns: bonded neighbours and bond lengths (Å).
Positions of all 15 atoms, in Å:
1 O -1.10322 2.18421 0.52059  H2 0.974, H13 0.967
2 H -0.82403 3.00688 0.07927  O1 0.974
3 H 1.34785 -1.66388 -1.66421  C6 1.085
4 H -1.75242 -0.83743 -0.28918  N12 1.023
5 C 0.38212 -0.69340 1.39162  H7 1.082, C8 1.321, H15 1.084
6 C 1.49600 -0.96726 -0.84541  H3 1.085, C8 1.501, H9 1.097, H11 1.085
7 H 1.14301 -1.27225 1.89767  C5 1.082
8 C 0.32133 -0.84987 0.08114  C5 1.321, C6 1.501, N12 1.515
9 H 1.64966 0.03518 -1.26299  C6 1.097
10 H -0.90460 -0.58338 -1.62818  N12 1.012
11 H 2.39150 -1.03846 -0.23611  C6 1.085
12 N -0.91772 -0.36299 -0.64097  H4 1.023, C8 1.515, H10 1.012, H14 1.047
13 H -1.92936 2.46994 0.93498  O1 0.967
14 H -1.02725 0.62296 -0.30620  N12 1.047
15 H -0.27288 -0.05023 1.96798  C5 1.084



2:
This record from the Open Molecules 2025 dataset describes a 2-piece molecular cluster, C3H10NO overall. The level of theory is wB97M-V/def2-TZVPD.

## Properties
HOMO energy (Eh): -0.595
Charge: +1
Frontier orbital gap (eV): 11.772

Last columns: bonded neighbours and bond lengths (Å).
Positions of all 15 atoms, in Å:
1 H 0.08761 -2.58905 -0.44137  C14 1.089
2 H -0.74293 0.82353 0.55197  N10 1.131
3 H -0.55456 -0.59379 -2.01425  C7 1.135
4 H -1.05454 0.30672 2.96110  O9 0.881
5 H -1.18165 1.68983 2.70132  O9 0.933
6 H 1.48838 1.03070 -1.72789  C8 1.152
7 C -0.44100 -0.65914 -0.88678  H3 1.135, N10 1.479, H12 1.139, C14 1.466
8 C 0.82646 1.36855 -0.84703  H6 1.152, N10 1.249, H11 1.214
9 O -0.95520 0.87913 2.29930  H4 0.881, H5 0.933
10 N -0.10054 0.68308 -0.36783  H2 1.131, C7 1.479, C8 1.249
11 H 1.00345 2.41267 -0.25303  C8 1.214
12 H -1.53780 -0.79213 -0.60830  C7 1.139
13 H 1.20388 -1.37856 0.41532  C14 1.129
14 C 0.59241 -1.62561 -0.50138  H1 1.089, C7 1.466, H13 1.129, H15 1.101
15 H 1.36605 -1.55594 -1.28114  C14 1.101



Most stable one: 1, least stable one: 2.